(1)
89
Properties=species:S:1:pos:R:3:lowdin_charge:R:1 method="wB97M-V/def2-TZVPD" total_energy_ha=-5195.04978 largest_force_ev_per_a=0.53 homo_lumo_gap_ev=5.36 spin_multiplicity=1 homo_ev=-12.887 total_charge=+2
Pt 0.4184 -0.1065 -0.4894 1.002
C -4.4490 -0.4764 3.9465 -0.141
Si -3.5255 1.1267 3.9921 0.435
C -3.9549 2.2672 2.5884 -0.148
C -3.4961 1.9316 5.6488 -0.142
As -1.7499 0.8002 0.0474 1.127
Si 0.8887 3.9016 -0.4192 0.430
C -0.7660 4.5575 0.0725 -0.176
C 2.2590 4.6435 0.5817 -0.145
C 1.0801 3.9904 -2.2698 -0.145
Si -3.4874 -0.8389 -0.5562 0.399
C -3.1336 -2.5456 0.0821 -0.171
C -5.0890 -0.1042 0.0545 -0.198
C -3.3815 -0.5262 -2.3983 -0.213
H -4.1592 -1.1198 4.7793 0.050
H -4.2493 -1.0174 3.0216 0.009
H -5.5261 -0.3071 4.0161 0.052
H -4.9612 2.6772 2.6964 0.057
H -3.9241 1.7455 1.6248 -0.039
H -3.2534 3.1017 2.5470 0.035
H -4.4968 1.9585 6.0853 0.049
H -3.1257 2.9560 5.5925 0.045
H -2.8525 1.3748 6.3327 0.049
H -0.9871 4.4807 1.1333 0.022
H -1.5984 4.1592 -0.5062 0.028
H -0.6886 5.6250 -0.1700 0.058
H 1.9100 4.9321 1.5750 0.044
H 2.6527 5.5455 0.1083 0.049
H 3.0905 3.9456 0.6958 0.036
H 0.2510 4.5248 -2.7354 0.047
H 1.0969 2.9793 -2.6818 0.005
H 2.0019 4.4941 -2.5676 0.048
H -3.6519 -2.7050 1.0288 0.039
H -2.0718 -2.7314 0.2376 0.007
H -3.5048 -3.2887 -0.6279 0.054
H -5.4103 -0.5392 0.9983 0.030
H -5.8571 -0.3180 -0.6937 0.054
H -5.0574 0.9809 0.1711 0.022
H -2.4079 -0.7169 -2.8361 0.005
H -3.6640 0.5062 -2.6226 0.044
H -4.1054 -1.1659 -2.9111 0.055
F 0.0657 -0.7538 3.6764 -0.429
Te 0.4354 0.8776 2.8514 1.976
F -1.9505 0.6872 3.6549 -0.258
F 0.3487 1.6109 4.5568 -0.432
F 1.0959 2.2316 -0.1333 -0.330
F -0.5714 2.3792 2.3315 -0.494
O -0.6846 -0.0249 1.3045 -0.972
O 1.1881 -0.0923 -2.3542 -0.135
C 2.3715 -0.4746 -2.5999 -0.432
C 3.5078 -0.2694 -1.6659 -0.086
C 4.0863 1.1060 -2.1293 -0.136
C 4.3694 1.2927 -3.6368 -0.163
C 3.1501 1.4450 -4.5752 -0.146
C 2.4261 0.1295 -4.9276 -0.109
N 2.6991 -0.8370 -3.8375 0.108
H 4.2529 -1.0598 -1.7668 0.139
H 3.1894 -0.2168 -0.6233 0.092
H 5.0181 1.2500 -1.5818 0.127
H 3.3999 1.8898 -1.7982 0.102
H 5.0427 0.5059 -3.9950 0.123
H 4.9511 2.2112 -3.7188 0.122
H 3.4750 1.9242 -5.4987 0.122
H 2.4421 2.1339 -4.1114 0.087
H 2.8029 -0.3200 -5.8425 0.130
H 1.3531 0.2630 -5.0350 0.123
H 3.6509 -1.1732 -3.8875 0.146
C 2.5265 -4.3411 2.7169 -0.071
N 2.5318 -3.1526 1.8885 -0.268
C 3.5964 -3.0275 0.9319 -0.075
C 1.3079 -2.4895 1.5738 -0.196
C 0.6175 -2.9295 0.2853 -0.208
C 0.4175 -4.2961 0.0710 -0.009
C -0.1268 -4.7795 -1.1051 -0.037
C -0.4637 -3.9005 -2.1266 -0.053
C -0.2915 -2.5388 -1.9414 -0.117
C 0.2106 -2.0749 -0.7317 -0.250
H 3.4510 -4.3905 3.2940 0.092
H 2.4421 -5.2783 2.1504 0.082
H 1.6960 -4.2922 3.4209 0.094
H 4.5241 -3.3992 1.3657 0.097
H 3.7500 -1.9704 0.6872 0.066
H 3.4228 -3.5758 -0.0087 0.093
H 1.5252 -1.4084 1.4876 0.049
H 0.6183 -2.6109 2.4082 0.118
H 0.7136 -4.9878 0.8487 0.115
H -0.2670 -5.8442 -1.2365 0.122
H -0.8547 -4.2691 -3.0657 0.120
H -0.5262 -1.8579 -2.7436 0.091

(2)
7
Properties=species:S:1:pos:R:3:nbo_charge:R:1 method="wB97M-V/def2-TZVPD" total_energy_ha=-3248.61116 largest_force_ev_per_a=5.08 homo_lumo_gap_ev="5.08 / 5.09" spin_multiplicity=1 homo_ev="-9.178 / -9.198" total_charge=0
C 0.6623 0.1855 -0.1906 -0.548
C -0.6459 0.4702 -0.2659 0.965
F -1.3737 0.5042 -1.3205 -0.225
F -1.3395 1.0195 0.7314 -0.250
S 1.4284 -0.5035 -1.5308 0.206
Br 0.1010 -1.7693 1.8341 -0.453
H 1.1674 0.0935 0.7424 0.306

(3)
15
Properties=species:S:1:pos:R:3:nbo_charge:R:1 method="wB97M-V/def2-TZVPD" total_energy_ha=-957.69803 largest_force_ev_per_a=4.33 homo_lumo_gap_ev=8.54 spin_multiplicity=1 homo_ev=-8.978 total_charge=0
O 0.1749 -1.3979 2.0794 -0.583
C -0.1899 -0.7200 1.1951 0.635
N -1.4830 -0.0856 1.1969 -0.540
C -1.8293 0.8485 0.2940 0.031
C -1.0047 1.3900 -0.6592 0.238
F -1.5558 2.1973 -1.5179 -0.291
C 0.1946 0.7306 -0.8380 -0.112
I 1.1681 1.0960 -2.6205 0.255
C 0.5203 -0.3273 0.0101 -0.299
C 1.8544 -1.0068 -0.2657 0.554
F 1.8836 -1.7889 -1.3543 -0.336
F 2.8866 -0.1294 -0.4379 -0.356
H -2.0592 -0.3860 1.9236 0.420
H -2.8078 1.2157 0.3368 0.219
H 2.2470 -1.6362 0.6578 0.165